Below is a cluster of 2 separate species, C16H16ClINO4 in total, with properties calculated with ωB97M-V/def2-TZVPD.

XYZ file:
```
39
C16H16ClINO4 ωB97M-V/def2-TZVPD
C 2.65 -2.64 1.65
C 2.58 -1.80 0.35
I 1.15 -2.71 -0.97
C 2.11 -0.38 0.68
C 2.00 0.62 -0.43
C 1.44 1.85 -0.38
C 0.77 2.57 0.74
C -0.37 1.77 1.42
C -1.64 1.90 0.64
O -2.56 2.58 0.98
N -1.67 1.15 -0.59
C -2.26 -0.13 -0.56
C -2.84 -0.67 0.58
C -3.35 -1.96 0.55
C -3.31 -2.72 -0.60
C -2.76 -2.17 -1.75
C -2.23 -0.90 -1.73
C 1.68 2.48 -1.72
O 1.48 3.57 -2.14
O 2.31 1.51 -2.54
C 2.61 0.44 -1.77
O 3.34 -0.44 -2.15
H 1.89 -3.41 1.67
H 2.48 -1.99 2.51
H 3.63 -3.10 1.74
H 3.54 -1.80 -0.14
H 1.13 -0.52 1.13
H 2.78 0.02 1.45
H 0.29 3.52 0.42
H 1.53 2.87 1.46
H -0.12 0.73 1.60
H -0.58 2.22 2.39
H -2.02 1.73 -1.34
H -2.89 -0.10 1.49
H -3.78 -2.36 1.46
H -3.71 -3.72 -0.60
H -2.73 -2.74 -2.67
H -1.76 -0.48 -2.61
Cl -0.69 5.34 -0.20
```

* calculated total energy: -47157.378 eV
* spin multiplicity: 1
* frontier orbital gap: 6.22 eV
* net charge: -1
* highest occupied orbital energy: -4.17 eV

Mulliken atomic charge list, values in e, 6 entries: C -1.16; C -0.29; I 0.06; C -0.90; C 1.34; C 0.24

Below is a cluster of 2 separate species, C9H11N4O in total at a distorted geometry, with properties calculated with ωB97M-V/def2-TZVPD.

XYZ file:
```
25
C9H11N4O ωB97M-V/def2-TZVPD
C 1.43 2.23 0.27
C 2.86 2.29 0.19
C 3.11 0.07 -0.25
C 0.87 0.91 0.17
C 1.75 -0.15 -0.15
C -0.46 0.36 0.25
C -3.25 0.68 1.16
C -2.59 0.68 -0.11
C 1.32 -2.61 -0.50
N 3.62 1.21 -0.05
N -0.33 -0.89 -0.08
N 0.98 -1.26 -0.24
N -2.67 1.25 -1.33
O -3.13 -0.50 0.39
H 0.81 3.17 0.46
H 3.20 3.28 0.09
H 3.84 -0.65 -0.49
H -2.59 0.78 2.07
H -4.21 1.06 1.48
H 0.52 -2.94 -1.16
H 2.37 -2.76 -0.92
H 1.32 -3.22 0.39
H -1.00 -1.64 0.14
H -1.97 2.00 -1.47
H -2.91 0.66 -2.15
```

* ΔE to the lowest compared entry with this formula, charge and spin: 414.5 kJ/mol
* calculated total energy: -17507.959 eV
* spin multiplicity: 1
* frontier orbital gap: 8.53 eV
* net charge: +1
* highest occupied orbital energy: -12.32 eV

Mulliken atomic charge list, values in e, 6 entries: C -0.44; C -0.46; C -0.60; C 0.65; C 0.60; C -0.55

For reference, LUMO level by record: 2.0535 -3.7855 eV.